Entry 1:
A 2-piece molecular cluster, C9H14 overall in a non-equilibrium geometry, computed with the ωB97M-V functional and the def2-TZVPD basis.

Geometry as XYZ:
```
23
Properties=species:S:1:pos:R:3
C -1.1588 0.0119 -0.7767
C -1.3126 2.2246 0.4262
C -2.5759 -0.0568 -0.8423
C 1.7867 -2.8202 0.7252
C 3.0127 -1.8458 0.5315
C 0.8215 1.5853 -0.4965
C -0.5779 1.0632 -0.2136
C -3.3080 0.9851 -0.2422
C -2.6814 2.1686 0.2638
H 3.2927 -1.2213 1.3616
H 3.8453 -2.2228 0.1891
H 1.2016 2.3584 0.2288
H 1.2501 -2.8230 -0.1561
H 0.9166 1.8555 -1.6272
H 2.6666 -1.2094 -0.3584
H -3.1691 -0.8921 -1.3890
H -3.2673 2.9194 0.8287
H -0.6999 -0.9068 -1.1021
H 1.1656 -2.4536 1.6538
H -0.6719 3.0999 0.8489
H -4.4221 1.0321 -0.2935
H 2.1571 -3.7771 0.9905
H 1.7285 0.9247 -0.5503
```

Values from the calculation:
relative energy (zero: lowest compared OMol25 entry of this formula, charge and spin) = 2.609 eV
gap between HOMO and LUMO = 9.698 eV
2S+1 = 1
HOMO = -8.70 eV



Entry 2:
A 2-piece molecular cluster, C9H14 overall in a non-equilibrium geometry, computed with the ωB97M-V functional and the def2-TZVPD basis.

Geometry as XYZ:
```
23
Properties=species:S:1:pos:R:3
C -1.8206 -1.7519 0.1280
C -0.5637 2.2181 1.7683
C -0.5837 -0.7351 -1.6639
C 0.5028 -1.6004 0.2385
C 0.5611 2.1457 0.7475
C 1.9362 -0.3988 -1.5148
C 0.6117 -0.9081 -0.9837
C -1.7938 -1.1587 -1.1101
C -0.6578 -2.0186 0.8485
H 0.2377 1.6341 -0.1585
H 1.1207 3.0641 0.5949
H -1.4668 2.7530 1.4904
H 1.2688 1.4035 1.1379
H -0.6272 -0.1842 -2.5986
H -2.6556 -1.0915 -1.7578
H 2.6874 -0.7940 -0.8323
H 2.1058 -0.8926 -2.4717
H 1.8982 0.6778 -1.6429
H -2.7909 -2.0125 0.5377
H -0.7467 1.2262 2.1877
H 1.5314 -1.7680 0.5509
H -0.1819 2.6808 2.6887
H -0.5730 -2.4888 1.8155
```

Values from the calculation:
relative energy (zero: lowest compared OMol25 entry of this formula, charge and spin) = 0.663 eV
gap between HOMO and LUMO = 10.103 eV
2S+1 = 1
HOMO = -9.06 eV



Entry 3:
A 2-piece molecular cluster, C9H14 overall in a non-equilibrium geometry, computed with the ωB97M-V functional and the def2-TZVPD basis.

Geometry as XYZ:
```
23
Properties=species:S:1:pos:R:3
C -1.4850 3.5511 1.3189
C 3.1373 -3.2271 -0.9919
C -2.2787 0.0328 0.3369
C -1.1527 -0.3560 -0.4716
C 1.9377 -2.5131 -0.3907
C -0.1691 0.5680 -0.6953
C -2.4343 1.2768 0.9228
C -0.3971 1.8762 -0.2484
C -1.4606 2.2382 0.6513
H 0.2466 2.6690 -0.6113
H 0.7793 0.3813 -1.1765
H 1.7559 -1.5045 -0.7539
H 2.8376 -4.1119 -1.5590
H -3.0452 -0.7300 0.3891
H -3.2861 1.4963 1.5458
H -1.7466 4.4066 0.6950
H -1.1476 -1.4108 -0.7023
H -2.2302 3.5945 2.1066
H 1.9956 -2.6141 0.6838
H -0.4735 3.8213 1.6417
H 3.8532 -3.5642 -0.2462
H 1.0351 -3.0826 -0.6397
H 3.7286 -2.7976 -1.8050
```

Values from the calculation:
relative energy (zero: lowest compared OMol25 entry of this formula, charge and spin) = 0.682 eV
gap between HOMO and LUMO (spin up / spin down) = 9.512 / 5.711 eV
2S+1 = 2
net charge = +1
HOMO (spin up / spin down) = -14.01 / -14.01 eV
⟨S²⟩ = 0.769



Entry 4:
A 2-piece molecular cluster, C9H14 overall in a non-equilibrium geometry, computed with the ωB97M-V functional and the def2-TZVPD basis.

Geometry as XYZ:
```
23
Properties=species:S:1:pos:R:3
C -0.4202 2.3566 0.9041
C 1.0149 -0.8731 -0.5650
C 0.5059 -0.4098 -1.8394
C 2.4142 -0.4226 -0.2584
C -0.7617 -0.7768 -2.1799
C -1.1016 1.6234 2.0949
C -0.9036 -2.1024 -0.1344
C -1.4670 -1.6416 -1.3646
C 0.3362 -1.7061 0.3243
H -2.5449 -1.7979 -1.5394
H 2.1098 0.0703 0.6954
H -1.4340 -2.8398 0.4784
H -1.1332 -0.4754 -3.1690
H -0.9424 0.5870 1.7844
H -0.6364 3.4060 0.7933
H -2.1408 1.8758 2.1926
H 3.2268 -1.1186 0.0229
H 0.9217 -2.0143 1.1784
H 2.9054 0.3221 -0.8715
H 1.1943 0.0154 -2.5631
H 0.6334 2.1440 0.8058
H -0.7100 1.8653 3.1132
H -1.0667 1.9125 0.0972
```

Values from the calculation:
relative energy (zero: lowest compared OMol25 entry of this formula, charge and spin) = 1.055 eV
gap between HOMO and LUMO (spin up / spin down) = 10.220 / 6.353 eV
2S+1 = 2
net charge = +1
HOMO (spin up / spin down) = -14.56 / -14.56 eV
⟨S²⟩ = 0.768



Entry 5:
A 2-piece molecular cluster, C9H14 overall in a non-equilibrium geometry, computed with the ωB97M-V functional and the def2-TZVPD basis.

Geometry as XYZ:
```
23
Properties=species:S:1:pos:R:3
C 0.3808 -0.4433 0.6218
C 0.3225 -0.3977 1.9644
C -0.5896 1.8992 1.8117
C -0.2721 0.7515 2.6017
C 0.1365 0.7165 -0.1537
C 0.8352 -1.8077 -3.2430
C -0.1624 -0.8357 -3.8645
C -0.3431 1.8924 0.4695
C -0.6117 0.6765 4.0344
H -0.4789 -1.1463 -4.8645
H -0.6080 2.8022 -0.0511
H 1.0465 -1.5412 -2.2022
H 0.3487 0.7183 4.5803
H 0.3397 0.5873 -1.2065
H 0.6546 -1.2068 2.6041
H -1.0603 2.7518 2.2833
H -1.0498 -0.6897 -3.2529
H 1.7807 -1.7528 -3.7694
H 0.5734 -2.8615 -3.2112
H 0.7074 -1.3524 0.1407
H 0.3466 0.1276 -3.9589
H -1.3074 1.4383 4.3878
H -0.9894 -0.3266 4.2782
```

Values from the calculation:
relative energy (zero: lowest compared OMol25 entry of this formula, charge and spin) = 0.160 eV
gap between HOMO and LUMO (spin up / spin down) = 10.242 / 6.510 eV
2S+1 = 2
net charge = +1
HOMO (spin up / spin down) = -14.66 / -14.66 eV
⟨S²⟩ = 0.768



Entry 6:
The molecule C9H14BBr2F4O7PS in a non-equilibrium geometry, computed with the ωB97M-V functional and the def2-TZVPD basis.

Geometry as XYZ:
```
39
Properties=species:S:1:pos:R:3
Br 3.8532 3.9532 1.2438
Br -0.4773 3.0482 1.6818
S -2.9253 0.2918 -1.5289
P -1.0336 -0.2826 2.2173
F 3.4376 -0.8355 -0.7441
F 1.3575 3.8013 -0.1033
F 1.9589 3.3037 2.9451
F 2.8326 1.5831 2.0748
O -2.0862 0.1853 3.1324
O -1.8289 -3.0837 0.5210
O -3.8135 -1.8205 0.7297
O -3.0311 1.5618 -2.1447
O -2.6835 0.4968 0.0711
O -4.0331 -0.5109 -1.8618
O -1.5019 -0.3838 -1.8580
C -0.0627 1.1638 -0.8750
C 1.2041 2.7446 0.7266
C -1.6479 -0.4435 0.4571
C 1.4148 -1.2825 -1.9341
C 1.2317 1.4575 -0.0708
C 2.7463 -1.8450 -1.4081
C 2.3951 2.8057 1.7861
C -0.6221 -0.2690 -0.6818
C 0.3440 -1.4368 -0.8299
B -2.4466 -1.8592 0.5550
H -4.0219 -1.8796 1.6770
H -0.7200 -1.6220 2.5664
H 0.1788 0.4288 2.2830
H 2.0555 1.5628 -0.7811
H 2.5687 -2.6293 -0.6709
H -0.2144 -2.3450 -1.0519
H 3.3524 -2.2057 -2.2394
H 0.8418 -1.6442 0.1239
H 1.1657 -1.8099 -2.8540
H 1.6312 -0.2494 -2.2067
H 0.2068 1.1993 -1.9290
H -2.2522 -3.6319 1.1999
H 1.4750 0.5805 0.5237
H -0.8497 1.9019 -0.7424
```

Values from the calculation:
gap between HOMO and LUMO = 10.775 eV
2S+1 = 1
HOMO = -10.86 eV



Entry 7:
A 2-piece molecular cluster, C9H14ClNO4P overall, computed with the ωB97M-V functional and the def2-TZVPD basis.

Geometry as XYZ:
```
30
Properties=species:S:1:pos:R:3
Cl -3.0567 1.5400 1.8791
P -2.4244 -0.4950 -1.0077
O -0.3111 -3.3428 -3.2480
O -2.8910 -1.7726 -0.4748
O 4.0909 -1.4069 0.3890
O 4.0726 0.7847 -0.0431
N -0.6997 -0.2524 -0.5827
C 1.2455 0.8299 0.1576
C 3.4848 -0.2427 0.1003
C -0.1155 0.8623 -0.0503
C -0.8995 2.0945 0.2953
C 0.0122 -1.3709 -0.8641
C -1.3832 2.1645 1.7608
C -0.5242 1.4478 2.7915
C 1.9922 -0.3064 -0.1247
C 1.3600 -1.4317 -0.6379
H -0.5251 -2.2173 -1.2684
H 1.9044 -2.3288 -0.8875
H -1.0383 -2.9342 -3.7293
H 0.5370 1.5675 2.5904
H -1.7533 2.1967 -0.3666
H -1.4609 3.2121 2.0303
H -0.2563 2.9489 0.0986
H -2.3015 -0.4021 -2.3972
H -0.7798 0.3917 2.8409
H -3.0321 0.6697 -0.5625
H 3.5414 -1.9808 0.9373
H 0.1843 -3.8055 -3.9326
H 1.7476 1.7086 0.5342
H -0.7203 1.8711 3.7724
```

Values from the calculation:
gap between HOMO and LUMO = 9.182 eV
2S+1 = 1
net charge = +1
HOMO = -14.31 eV



Entry 8:
An isolated ion of composition C9H14FO2 and charge -1 in a non-equilibrium geometry, computed with the ωB97M-V functional and the def2-TZVPD basis.

Geometry as XYZ:
```
26
Properties=species:S:1:pos:R:3
F 1.3638 0.1263 1.4854
O 2.5265 1.6544 -0.1857
O 1.8180 0.4962 -1.9347
C -0.2127 2.3067 0.6330
C -0.5858 0.8570 0.2627
C 1.8494 0.7851 -0.7485
C 0.5751 -1.4781 -0.0723
C 0.8139 -0.0050 0.2184
C -1.1912 0.6781 -1.1194
C 0.1938 -2.2005 0.9563
C -1.4160 0.3257 1.3998
C 0.8732 -2.1491 -1.3937
H 1.5824 -1.6725 -1.9970
H -1.1662 2.7588 1.0063
H -1.0016 0.5804 2.3891
H -2.1286 1.2541 -1.1566
H 1.2375 -3.1677 -1.3133
H -1.5595 -0.6650 1.2844
H -1.2704 -0.3684 -1.1882
H 0.2830 2.7235 -0.1432
H -0.6178 0.9802 -1.9191
H -0.1760 -2.0290 -1.8662
H 0.1404 -1.6644 1.8427
H -2.3778 0.7835 1.2936
H -0.0180 -3.2886 0.8284
H 0.4646 2.3783 1.4379
```

Values from the calculation:
relative energy (zero: lowest compared OMol25 entry of this formula, charge and spin) = 0.000 eV
gap between HOMO and LUMO = 7.799 eV
2S+1 = 1
net charge = -1
HOMO = -4.28 eV



Entry 9:
A 2-piece molecular cluster, C9H14IN4O5S2 overall in a non-equilibrium geometry, computed with the ωB97M-V functional and the def2-TZVPD basis.

Geometry as XYZ:
```
35
Properties=species:S:1:pos:R:3
I -2.3140 0.4684 4.6866
S -3.2256 -0.8706 0.8886
S -1.3076 0.6504 2.4490
O -0.1557 -0.3745 2.2157
O -4.6418 -0.5782 0.2607
O -1.3450 -0.6296 -2.3852
O -3.4403 -1.7114 2.1922
O -0.6147 2.0692 2.4448
N -2.3631 -1.9051 -0.2262
N -0.2433 0.3540 6.1971
N 0.7662 2.2344 -8.1439
N -2.4881 0.6891 1.1583
C 2.0926 -0.9660 5.4657
C -0.7095 -0.1274 -5.8650
C -0.1160 1.7697 -7.3722
C 0.8158 -0.2445 5.8655
C -1.1796 1.2094 -6.4418
C 3.3544 1.2361 5.2616
C 3.3081 -0.1467 5.9040
C -1.7021 -1.0930 -1.1548
C -0.4538 -1.1798 -6.9392
H -2.1142 1.0810 -6.9985
H 2.1125 -1.9518 5.9419
H 4.2212 -0.6917 5.6405
H -1.3620 1.9243 -5.6326
H 2.4923 1.8453 5.5510
H 0.2109 0.0200 -5.2868
H 3.3050 -0.0310 6.9948
H 3.3724 1.1604 4.1684
H -1.4687 -0.5049 -5.1712
H -0.1481 -2.1252 -6.4797
H 4.2530 1.7734 5.5808
H 0.3477 -0.8761 -7.6199
H -1.3578 -1.3645 -7.5307
H 2.0987 -1.1130 4.3802
```

Values from the calculation:
gap between HOMO and LUMO = 7.246 eV
2S+1 = 1
net charge = -1
HOMO = -5.69 eV



Entry 10:
An isolated ion of composition C9H14N and charge +1 in a non-equilibrium geometry, computed with the ωB97M-V functional and the def2-TZVPD basis.

Geometry as XYZ:
```
24
Properties=species:S:1:pos:R:3
N -0.6352 0.7884 -0.0001
C -2.6836 -0.9470 -0.1926
C -1.3009 -0.7751 -0.4592
C -1.7069 1.5698 0.4652
C 1.6080 -0.0823 -0.0544
C 1.0786 -0.0831 -1.4998
C -1.8366 -1.7978 0.3794
C 0.6830 0.9134 0.6055
C 1.5839 -1.4668 0.5605
C -0.5187 0.1093 -1.3089
H 1.3123 -2.0774 -0.2494
H -2.3665 1.0822 1.2414
H -1.5535 -2.4306 1.1855
H -3.7423 -0.7647 -0.3969
H 0.7391 0.7237 1.7674
H 1.0414 1.9819 0.5327
H 1.2885 -0.9520 -2.2018
H 2.5553 -1.6969 1.0299
H -0.9974 0.5403 -2.2484
H 1.2347 0.8553 -2.1698
H 0.8424 -1.5093 1.3169
H 2.5665 0.2463 -0.0379
H -1.2384 2.5736 0.7502
H -2.3995 1.6695 -0.4764
```

Values from the calculation:
relative energy (zero: lowest compared OMol25 entry of this formula, charge and spin) = 5.039 eV
gap between HOMO and LUMO = 10.175 eV
2S+1 = 1
net charge = +1
HOMO = -13.56 eV